A cluster of 2 separate species, CH6FN4O in total in a non-equilibrium geometry, computed with ωB97M-V/def2-TZVPD.

Summary:
Charge: +1
Kohn-Sham gap (alpha / beta) in eV: 8.63 / 7.09
Total energy in eV: -11846.0188
Energy above the lowest of the compared OMol25 structures with the same formula, charge and spin in kcal per mole: 83.4

Each line ends with the Löwdin charge.
Element x y z (Å)
N1 -2.46 -0.42 0.29  0.029
H1 -0.95 -1.88 0.02  0.194
F1 2.53 -1.23 0.08  -0.025
H2 2.13 1.75 0.17  0.188
H3 3.12 0.69 -0.92  0.139
N2 2.74 0.87 -0.02  0.142
N3 2.11 -0.03 0.64  0.070
H4 -3.06 -1.17 0.90  0.183
H5 -1.38 1.43 -0.40  0.189
N4 -1.14 -0.85 0.07  -0.038
C1 -0.22 -0.01 -0.13  -0.260
H6 -3.05 -0.39 -0.54  0.094
O1 -0.38 1.23 -0.16  0.095

---

A cluster of 2 separate species, CH6N2 in total in a non-equilibrium geometry, computed with ωB97M-V/def2-TZVPD.

Summary:
SMILES string: C=N.N
Kohn-Sham gap in eV: 11.11
Total energy in eV: -4113.4319
Energy above the lowest of the compared OMol25 structures with the same formula, charge and spin in kcal per mole: 20.8

Each line ends with the Löwdin charge.
Element x y z (Å)
H1 -2.79 -0.06 -0.83  0.060
H2 -2.97 2.01 -0.68  0.029
N1 3.88 -1.05 -0.17  0.001
H3 4.41 -1.27 0.67  0.002
H4 -3.35 -0.31 0.96  0.054
C1 -3.10 0.35 0.14  -0.145
H5 4.01 -0.09 -0.47  0.005
N2 -3.02 1.61 0.26  0.002
H6 2.93 -1.18 0.12  -0.008

---

A cluster of 2 separate species, CH6N2 in total in a non-equilibrium geometry, computed with ωB97M-V/def2-TZVPD.

Summary:
2S+1: 3
Kohn-Sham gap (alpha / beta) in eV: 7.64 / 12.95
Expectation value of S²: 2.01
Total energy in eV: -4110.2495
Energy above the lowest of the compared OMol25 structures with the same formula, charge and spin in kcal per mole: 0.0

Each line ends with the Mulliken spin population.
Element x y z (Å)
C1 1.27 0.28 -1.23  0.001
H1 -1.44 0.08 0.57  0.075
N1 -0.77 -1.13 2.03  1.512
H2 2.23 -0.16 -1.42  0.000
H3 0.59 0.40 -2.09  0.001
H4 0.82 -0.34 -0.52  0.005
H5 -2.48 -0.05 1.99  0.091
H6 1.34 1.33 -0.82  -0.001
N2 -1.56 -0.41 1.51  0.314

---

A cluster of 3 separate species, CH6N2O in total in a non-equilibrium geometry, computed with ωB97M-V/def2-TZVPD.

Summary:
Kohn-Sham gap (alpha / beta) in eV: 9.41 / 9.69
Total energy in eV: -6155.2285
Energy above the lowest of the compared OMol25 structures with the same formula, charge and spin in kcal per mole: 167.6

Each line ends with the Löwdin charge.
Element x y z (Å)
N1 0.33 -0.31 -0.25  -0.040
H1 2.29 -0.77 0.03  0.062
H2 2.07 0.97 0.04  0.092
H3 1.43 0.03 1.52  0.110
C1 1.61 -0.01 0.37  -0.112
H4 -1.44 -0.30 -1.71  -0.020
O1 -0.49 0.19 0.60  -0.241
H5 -1.96 -0.68 -2.29  0.032
N2 -1.78 0.19 0.43  0.073
H6 -2.07 0.67 1.26  0.044

---

An isolated molecule of CH6N2O in a non-equilibrium geometry, computed with ωB97M-V/def2-TZVPD.

Summary:
SMILES string: N[NH2+]C[O-]
Kohn-Sham gap in eV: 8.91
Total energy in eV: -6158.7601
Energy above the lowest of the compared OMol25 structures with the same formula, charge and spin in kcal per mole: 86.1

Each line ends with the Löwdin charge.
Element x y z (Å)
O1 -1.34 -0.80 0.42  -0.218
N1 1.14 -1.06 0.03  0.080
N2 0.61 0.55 0.09  0.043
C1 -1.12 0.38 0.01  -0.408
H1 1.04 1.17 -0.59  0.114
H2 0.88 0.80 1.04  0.111
H3 1.16 -1.21 -0.98  0.054
H4 -1.29 0.62 -1.06  0.089
H5 0.38 -1.65 0.37  0.044
H6 -1.46 1.21 0.67  0.091

---

A cluster of 2 separate species, CH6N2O in total in a non-equilibrium geometry, computed with ωB97M-V/def2-TZVPD.

Summary:
Kohn-Sham gap (alpha / beta) in eV: 8.71 / 9.16
Total energy in eV: -6154.6959
Energy above the lowest of the compared OMol25 structures with the same formula, charge and spin in kcal per mole: 179.9

Each line ends with the Löwdin charge.
Element x y z (Å)
H1 -1.29 0.79 1.97  0.049
O1 -1.05 1.12 0.05  -0.236
H2 -2.36 -0.19 0.93  0.085
H3 1.03 -0.84 -0.17  -0.070
N1 -1.79 0.61 1.17  0.053
H4 -0.81 0.65 -1.84  0.026
H5 2.46 0.04 0.10  -0.045
H6 2.65 -1.58 -0.90  0.002
C1 2.07 -0.82 -0.35  0.085
N2 -0.90 0.22 -0.96  0.051